A cluster of 2 separate species, C32H34BF3O3S in total in a non-equilibrium geometry. Source: the OMol25 dataset; level of theory: ωB97M-V/def2-TZVPD.

The geometry in XYZ format:
```
74
Properties=species:S:1:pos:R:3
C -0.4488 -3.4610 4.2207
C -1.6203 -2.8264 3.5928
C -2.8127 -2.5058 4.2672
C -3.7750 -1.9269 3.4768
C -3.2934 -1.5145 2.1227
B 0.0571 1.6591 4.0606
C -4.2585 -1.7140 0.9326
C -5.6015 -1.3885 1.0969
C -6.3940 -1.1177 -0.0249
C -5.8308 -1.2633 -1.2839
C -6.5459 -0.7336 -2.4938
F -6.5759 -1.6387 -3.5196
F -7.8305 -0.3624 -2.2378
F -5.9019 0.3884 -2.9787
C -4.5830 -1.8531 -1.4515
C -3.8045 -2.1084 -0.3206
O 0.1215 1.5947 5.3761
C 1.5190 1.2437 5.6165
C 2.1487 2.4729 6.2536
C 1.5037 0.1157 6.6187
C 2.0863 0.8843 4.1645
C 3.4014 1.5252 3.7962
C 2.1882 -0.6091 3.8786
O 1.0760 1.4150 3.2491
S -1.8133 -2.6747 1.9200
H -0.2828 -3.0008 5.2045
H -0.6265 -4.5339 4.3794
H 0.4352 -3.3262 3.5930
H -2.9109 -2.7557 5.3247
H -4.7640 -1.6309 3.8195
H -6.0211 -1.2393 2.0921
H -7.4107 -0.7553 0.0829
H -4.2105 -2.0954 -2.4463
H -2.8180 -2.5550 -0.4637
H 3.1785 2.2593 6.5596
H 2.1388 3.3481 5.5925
H 1.5808 2.7365 7.1529
H 2.5280 -0.1469 6.9105
H 0.9622 0.4437 7.5126
H 0.9977 -0.7807 6.2387
H 4.2056 1.1101 4.4167
H 3.6353 1.2945 2.7508
H 3.3876 2.6127 3.9126
H 2.9397 -1.0696 4.5349
H 1.2283 -1.1364 3.9829
H 2.5282 -0.7534 2.8434
C -2.2315 -0.1774 -4.0572
O -1.3551 -0.5894 -2.9822
C -1.3809 0.0910 -1.8088
C -0.4576 -0.3396 -0.8277
C -0.8464 -0.2571 0.4879
C -2.1164 0.2407 0.8144
C -2.7237 -0.1695 2.1561
C -3.7165 0.8527 2.7447
C -3.4436 1.3490 4.0221
C -4.4774 1.8963 4.7914
C -5.7465 2.0697 4.2241
C -5.9526 1.7895 2.8741
C -4.9171 1.2068 2.1200
C -2.7574 1.0729 -0.1041
C -2.4085 0.9921 -1.4512
H -2.0065 -0.8896 -4.8533
H -3.2938 -0.2466 -3.7768
H -1.9981 0.8457 -4.3839
H 0.4424 -0.8677 -1.1340
H -0.1645 -0.5874 1.2754
H -1.8790 -0.1632 2.8585
H -2.4205 1.2652 4.4091
H -4.2848 2.1767 5.8275
H -6.5759 2.4256 4.8426
H -6.9193 1.9893 2.3975
H -5.0888 1.0088 1.0603
H -3.5312 1.7761 0.1960
H -3.0123 1.4971 -2.2053
```

Calculated values
* F_max: 4.4 eV/A
* energy above the lowest of the compared OMol25 structures with the same formula, charge and spin: 637.1 kJ/mol
* HOMO: -0.1825 Eh
* gap between HOMO and LUMO: 3.064 eV
* E_tot: -2187.997103 Eh